# 1
Here is C68H56Cl2GeN7OS3V as an isolated structure from OMol25. Energies are from ωB97M-V/def2-TZVPD.

Output
- Spin multiplicity: 2
- Lowest unoccupied orbital energy (alpha / beta): 1.903 / 1.903 eV
- Frontier orbital gap (alpha / beta): 4.892 / 4.828 eV
- E_HOMO (alpha / beta): -2.99 / -2.93 eV
- ⟨S²⟩: 0.796
- DFT total energy: -8218.92286 Ha
- Net charge: -1

Geometry (Å):
Ge (-2.1811, -3.9075, 0.8797)
V (-0.5371, -0.8027, 0.7355)
Cl (1.4942, -2.4719, 7.1405)
Cl (4.0806, 0.8448, 3.8089)
S (1.6247, 3.8590, -1.2899)
S (2.0373, 2.3024, 0.8416)
S (-0.1072, 1.4809, -1.9463)
O (1.7760, 0.0999, 1.8387)
N (-0.4191, 0.5176, -0.6283)
N (-3.0387, -0.5401, -1.9573)
N (-1.4547, 0.6678, 0.1744)
N (-0.2977, -1.3053, 2.4798)
N (-4.9404, -1.6290, -2.2518)
N (1.2982, 2.5690, -2.0099)
N (1.7603, 3.8777, 0.2637)
C (4.8993, 4.0876, -3.6586)
C (-0.2450, 7.4447, -1.1026)
C (-0.8155, -6.4242, 1.3606)
C (0.2118, -7.2846, 1.7240)
C (-1.5271, -2.8897, 3.8438)
C (-3.0129, 4.3930, -2.1535)
C (-3.2133, 4.9092, -0.8834)
C (2.5060, 3.7891, 3.1771)
C (1.8872, 2.7075, 2.5657)
C (6.0414, 2.7884, 0.2081)
C (-2.1580, -2.0392, 1.3774)
C (-1.3004, 2.9081, -1.2987)
C (6.2493, 1.8301, -0.7765)
C (1.6161, -1.0433, -1.9384)
C (0.6956, 5.3288, -1.6790)
C (1.4779, 3.1464, 5.2566)
C (1.0102, 1.8902, 3.2645)
C (3.7545, 2.1213, 0.3689)
C (2.6220, -0.8375, 5.3143)
C (-2.8823, -1.4624, -2.9594)
C (-3.1233, -5.0846, -1.6771)
C (2.8868, -1.6646, -3.8909)
C (0.6667, -1.2078, 3.4253)
C (4.7892, 2.9457, 0.7795)
C (0.8136, 2.1103, 4.6205)
C (-2.1457, -4.3180, -1.0486)
C (-0.6701, -5.0388, 1.4593)
C (5.6335, 5.0874, -3.0376)
C (-2.0702, 3.3874, -2.3449)
C (-6.3265, -2.0057, -2.1109)
C (1.2108, 0.1450, -2.5375)
C (-3.8688, -4.7232, 1.5364)
C (3.6722, 3.6964, -3.1420)
C (2.3073, 3.9953, 4.5307)
C (1.5939, -5.3930, 2.2443)
C (-1.8451, -5.1236, -3.7160)
C (2.4757, -0.4908, -4.5123)
C (1.4188, -6.7672, 2.1744)
C (-3.9642, -5.7377, 2.4867)
C (2.4528, -1.9376, -2.6027)
C (-2.9778, -5.4852, -3.0013)
C (3.2022, 4.3138, -1.9964)
C (1.5701, -1.6846, 5.5749)
C (-0.6250, 7.6265, -2.4240)
C (-0.8616, -4.3559, -3.1042)
C (2.7169, -0.2121, 4.0653)
C (1.6453, 0.3921, -3.8382)
C (3.9545, 1.1489, -0.5978)
C (-5.1989, -6.1589, 2.9685)
C (0.5571, -4.5379, 1.8923)
C (0.5615, -1.9026, 4.6326)
C (3.9207, 5.3247, -1.3712)
C (0.4227, 6.2902, -0.7202)
C (-0.5309, -2.8769, 4.7331)
C (-6.2930, -4.5512, 1.5636)
C (-6.3656, -5.5669, 2.5089)
C (-1.6277, -1.7854, 2.8154)
C (-1.5237, 3.4223, -0.0219)
C (5.2066, 1.0067, -1.1735)
C (0.3237, 5.4975, -3.0045)
C (1.7734, -0.3939, 3.0519)
C (-5.0565, -4.1334, 1.0934)
C (-4.2769, -0.6585, -1.5648)
C (-0.3416, 6.6525, -3.3734)
C (-4.0484, -2.1411, -3.1641)
C (-2.4741, 4.4104, 0.1843)
C (5.1411, 5.7105, -1.8966)
C (-1.0150, -3.9623, -1.7840)
H (-6.4260, -3.0874, -2.1996)
H (2.5372, -4.9809, 2.5822)
H (7.2268, 1.7285, -1.2311)
H (0.4867, 1.0959, 2.7412)
H (-3.9452, 5.6925, -0.7221)
H (-3.1443, -1.6073, 1.1985)
H (-0.6487, 6.7890, -4.4021)
H (-5.0046, -3.3228, 0.3704)
H (5.7162, 6.4899, -1.4134)
H (-2.2109, -0.9681, 3.2791)
H (0.0260, -4.0657, -3.6547)
H (-2.6409, 4.7931, 1.1854)
H (3.0977, 4.4873, 2.6038)
H (-1.7237, -5.4478, -4.7429)
H (5.3606, 0.2455, -1.9277)
H (-5.2498, -6.9431, 3.7148)
H (2.7933, -0.2710, -5.5257)
H (2.7625, -2.8501, -2.1060)
H (-3.5894, 4.7684, -2.9919)
H (5.2906, 3.6022, -4.5433)
H (0.1527, 1.4564, 5.1735)
H (-1.7459, -6.8367, 0.9826)
H (1.3394, 3.3067, 6.3182)
H (-4.7443, -0.0670, -0.7915)
H (-4.3080, -2.9506, -3.8239)
H (1.3150, 1.3065, -4.3260)
H (1.2972, -1.2882, -0.9316)
H (-2.3122, -3.6389, 3.8825)
H (-4.0113, -5.3747, -1.1257)
H (3.5208, 5.7864, -0.4766)
H (-1.9241, 2.9622, -3.3361)
H (-1.1525, 8.5256, -2.7154)
H (0.7169, 6.1102, 0.3048)
H (-0.4692, -3.6304, 5.5091)
H (-3.7479, -6.0866, -3.4718)
H (0.7057, -3.4680, 1.9637)
H (-0.9570, 3.0605, 0.8227)
H (3.0872, 2.9007, -3.5856)
H (0.5507, 4.7205, -3.7249)
H (-7.3274, -5.8891, 2.8893)
H (4.6396, 3.6929, 1.5430)
H (0.0719, -8.3568, 1.6501)
H (2.8042, 4.8210, 5.0238)
H (-3.0591, -6.2015, 2.8630)
H (6.8585, 3.4173, 0.5384)
H (-0.4769, 8.1988, -0.3617)
H (-0.2419, -3.3569, -1.3185)
H (-6.6853, -1.7042, -1.1280)
H (3.3810, -0.6553, 6.0613)
H (-1.9366, -1.5817, -3.4619)
H (-7.2010, -4.0763, 1.2093)
H (3.5372, -2.3602, -4.4074)
H (-6.9464, -1.5299, -2.8736)
H (6.5991, 5.3747, -3.4339)
H (2.2235, -7.4359, 2.4560)
H (3.1337, 0.5097, -0.8870)

Atom charges from the Löwdin analysis, given in e for atoms 1 to 2: number 1, Ge, carries 0.973; number 2, V, carries 0.798


# 2
Here is C68H89F12MnN9O35S4 as an isolated structure from OMol25. Energies are from ωB97M-V/def2-TZVPD.

Output
- Spin multiplicity: 6
- Lowest unoccupied orbital energy (alpha / beta): -0.476 / -0.579 eV
- Frontier orbital gap (alpha / beta): 7.289 / 7.186 eV
- E_HOMO (alpha / beta): -7.77 / -7.77 eV
- ⟨S²⟩: 8.754
- DFT total energy: -9712.58399 Ha
- Net charge: 0

Geometry (Å):
Mn (1.7553, 2.7463, -0.0104)
S (4.1808, 3.9335, -0.9749)
S (3.3111, 5.8239, 0.6380)
S (1.5893, -0.3211, -0.6635)
S (-0.7652, 0.8135, -1.1658)
F (6.8608, 3.9013, -0.7609)
F (-3.0761, 0.7918, 0.2287)
F (5.8931, 2.4371, 0.4920)
F (5.8007, 4.6651, 0.9851)
F (1.5246, 7.9633, 0.2326)
F (3.3126, -1.7093, 0.8441)
F (1.1041, 6.3497, -0.9939)
F (1.8170, -0.4628, 1.9938)
F (0.5507, 6.3549, 1.0771)
F (-1.6387, -0.8402, 0.7734)
F (3.5500, 0.5385, 0.9950)
F (-1.4304, 1.2315, 1.4885)
O (3.6580, 2.5469, -1.1413)
O (6.2488, 0.7466, -3.8198)
O (2.4871, -0.3003, -1.7857)
O (9.5510, -6.6863, 2.5811)
O (-0.3139, 6.6975, -5.2529)
O (3.5882, 5.9581, 2.0343)
O (-2.4052, 1.6943, -5.9502)
O (-1.7672, 4.4295, 2.1519)
O (2.5855, 2.2894, 4.3129)
O (1.1632, -3.7402, 7.3781)
O (7.5174, -5.6408, 2.3340)
O (-1.0465, -0.3417, -2.0532)
O (7.2071, -0.8701, -2.9294)
O (4.2844, 6.5191, -0.1753)
O (-2.4070, 6.4047, -4.6370)
O (7.7372, -7.1587, 3.8950)
O (0.9054, -1.5566, -0.4492)
O (1.0333, 3.9506, -4.8105)
O (-2.3880, 4.1771, 0.0966)
O (1.7692, 2.2990, 2.1398)
O (2.5549, -2.4608, 6.1428)
O (8.2396, 1.2426, -3.0295)
O (-7.6104, 1.4139, -0.2618)
O (4.2186, 4.5916, -2.2769)
O (0.4743, 1.8389, 3.9957)
O (-4.0075, 0.3666, -5.4699)
O (-1.8821, 6.2163, -6.9007)
O (1.1824, 3.4582, -2.5685)
O (-9.3582, 2.0136, -1.5987)
O (-1.2721, 2.0441, -1.6460)
O (1.9714, -1.8295, 8.3475)
O (-3.0555, 0.4039, -7.6172)
O (-7.2493, 2.1485, -2.4378)
O (-0.1778, 3.6931, 0.6644)
O (1.0595, 1.8178, -4.1173)
N (-3.5681, 1.8583, 4.2238)
N (-4.7246, -4.6016, -4.6810)
N (0.9306, -2.4693, -3.6760)
N (-4.4353, -3.6315, -1.7250)
N (-0.5773, -5.9227, 1.4978)
N (2.8918, 4.3317, 0.1753)
N (7.4541, 0.2769, 2.2339)
N (0.8818, 1.0505, -0.4910)
N (-5.0072, -6.2289, 2.8651)
C (-2.6250, 1.8932, -4.6175)
C (-1.3668, 3.9988, 0.9396)
C (-4.0520, 1.8607, 6.4503)
C (1.1430, -2.2648, -5.0605)
C (-3.5712, 0.7633, -4.2222)
C (-4.5719, -7.5128, 2.6331)
C (1.4332, -5.0148, 1.3373)
C (0.6681, 1.6110, 5.3660)
C (2.1917, 1.7871, 5.5654)
C (5.4900, -0.4440, 3.1139)
C (1.1568, 3.0723, -3.6958)
C (-1.8403, 0.4682, 0.4276)
C (2.0537, -2.9964, -3.0532)
C (1.9231, -2.6235, 7.3614)
C (-4.0680, -2.4288, -1.1440)
C (5.5972, -2.1184, -1.8284)
C (-3.7363, -6.1763, 1.0141)
C (1.6415, 3.8623, -6.9113)
C (0.8200, 3.2123, -5.9133)
C (1.6202, 2.2694, 3.4058)
C (5.9518, -1.3703, -3.1767)
C (-8.7310, 1.0628, 0.5289)
C (0.7563, -6.1441, 1.1834)
C (-0.5935, -4.6402, 1.8228)
C (7.2630, -1.0641, 1.8943)
C (2.2104, -3.5526, 5.3428)
C (2.6506, -0.4808, 0.8961)
C (1.2651, 1.8368, -5.5250)
C (2.7736, 2.7816, 6.5771)
C (-0.3252, 6.9125, -3.8701)
C (-2.8806, 2.5910, 6.2144)
C (-3.9572, -7.5363, 1.3848)
C (2.9488, -3.2106, -4.1966)
C (6.3203, -5.7044, 3.0242)
C (-3.9460, -5.5839, -4.0901)
C (-8.0295, 1.8911, -1.4914)
C (0.4533, 8.1519, -3.4972)
C (-8.6637, 1.6590, 1.9016)
C (1.3962, -4.5314, 6.2006)
C (-5.0101, -2.1367, -0.1383)
C (8.3725, -6.4865, 2.8428)
C (-2.6312, -3.9830, -5.0613)
C (-2.9764, 3.3306, -4.2520)
C (5.9982, -1.4846, 2.4543)
C (5.2091, -5.7751, 1.9165)
C (0.6038, -3.9992, 1.8180)
C (1.5117, 6.6071, 0.2081)
C (7.3027, 0.4807, -3.2019)
C (2.3709, -2.7408, -5.4076)
C (-9.8596, 1.6903, -0.2852)
C (-4.4238, 1.3904, 5.2091)
C (-1.8209, 6.8399, -3.3732)
C (-2.6541, -5.2289, -4.3815)
C (0.0201, -4.8804, 5.6389)
C (-1.5064, 6.3895, -5.6948)
C (-3.1428, 0.7048, -6.4373)
C (-3.2444, 6.1097, 2.5155)
C (-3.6076, 4.3075, 0.7550)
C (6.3010, -7.0076, 3.8205)
C (-4.6774, -5.4326, 1.8182)
C (5.7977, 3.6950, 0.0428)
C (6.3581, 0.5898, 3.0345)
C (-6.1372, -2.8777, -0.4156)
C (5.1958, -0.1096, -3.4367)
C (-2.5555, 2.5024, 4.8425)
C (-3.9490, -3.5440, -5.1797)
C (-3.1529, 4.6761, 2.1507)
C (-5.7515, -3.8630, -1.2909)
H (-3.1960, -5.5937, 0.2826)
H (-1.5433, -4.1895, 2.0702)
H (-2.9580, 0.0480, -3.6741)
H (-10.0759, 2.6441, 0.1959)
H (-8.7972, -0.0156, 0.6730)
H (-4.4228, -2.6546, -5.5680)
H (5.5071, -2.4308, 2.2818)
H (6.2244, 1.6099, 3.3630)
H (0.0799, -2.4590, -3.1316)
H (4.6408, -0.4153, 3.7806)
H (6.1201, -4.9072, 3.7401)
H (2.4367, 2.5959, 7.5970)
H (-1.7898, 3.0331, 4.2962)
H (0.8707, -3.0117, 2.1644)
H (-9.4525, 1.1970, 2.4952)
H (-5.6073, -5.9222, 3.6174)
H (-2.5424, 6.8013, 2.0495)
H (1.2213, 4.8409, -7.1439)
H (1.1680, -7.0969, 0.8849)
H (4.5913, 0.2403, -2.5999)
H (-3.8202, -4.0605, -2.4014)
H (3.0558, -4.1224, 4.9572)
H (1.3626, 8.2112, -4.0953)
H (1.9814, -5.3851, 6.5426)
H (0.5259, 8.2296, -2.4124)
H (-2.1277, 3.9964, -4.4079)
H (1.6595, 3.2801, -7.8326)
H (5.7598, -7.7711, 3.2618)
H (4.6550, -0.3223, -4.3588)
H (-4.2449, 3.4344, 0.6142)
H (-3.7484, 3.6886, -4.9332)
H (3.8617, 2.7835, 6.5128)
H (-1.7177, 1.5836, -4.0986)
H (7.9697, -1.5935, 1.2725)
H (8.1830, 0.9449, 2.0278)
H (2.1011, -3.1025, -1.9795)
H (-1.3352, -6.5768, 1.3642)
H (1.5333, -3.2888, 4.5304)
H (-4.3083, 6.3373, 2.4491)
H (-4.9061, -1.3969, 0.6416)
H (-2.0238, 7.8846, -3.1373)
H (-1.7514, -5.8008, -4.2249)
H (5.6542, -1.3333, -1.0744)
H (5.0921, -6.8158, 1.6143)
H (-7.0100, -2.9533, 0.2160)
H (-4.3612, -6.4924, -3.6794)
H (-0.7075, -5.2075, 6.3817)
H (-4.9733, -4.3940, 1.8316)
H (4.6484, -2.6502, -1.7582)
H (5.7747, -6.9152, 4.7705)
H (2.5017, -4.8875, 1.2451)
H (-2.0025, 6.1351, -2.5618)
H (4.2054, -5.6502, 2.3229)
H (-3.4296, -8.3617, 0.9300)
H (-4.4868, 1.0162, -3.6875)
H (-2.3292, 3.1047, 6.9880)
H (-3.0654, -2.0341, -1.2185)
H (6.2874, -1.8878, -4.0754)
H (2.6475, 3.8623, 6.5112)
H (-5.7311, -4.6487, -4.7512)
H (2.5649, 0.8702, 6.0217)
H (6.3600, -2.8060, -1.4630)
H (-0.0099, -5.5174, 4.7550)
H (0.0596, 6.0211, -3.3746)
H (-4.6820, 1.7998, 7.3253)
H (0.4669, 0.5772, 5.6467)
H (-10.6738, 0.9686, -0.2200)
H (2.8786, -2.7467, -6.3608)
H (-0.1209, 9.0011, -3.8676)
H (0.3381, -1.8194, -5.6263)
H (0.0839, 2.3487, 5.9160)
H (5.2327, -5.0157, 1.1349)
H (-1.7922, -3.4305, -5.4576)
H (2.7089, 3.8925, -6.6928)
H (-3.0985, 6.2419, 3.5876)
H (-0.5175, -3.9870, 5.3211)
H (-3.6601, 1.7589, 3.2229)
H (-3.4161, 3.5474, -3.2785)
H (-5.3960, 1.0602, 4.8741)
H (-4.8974, -8.3376, 3.2496)
H (2.3263, 1.7145, -5.7417)
H (-4.0335, 5.2340, 0.3701)
H (-3.6770, 4.1238, 2.9307)
H (-0.2380, 3.2520, -6.1722)
H (0.6980, 0.9863, -5.9034)
H (-8.5544, 2.7432, 1.8777)
H (-6.4153, -4.6890, -1.4994)
H (3.9708, -3.5595, -4.1813)
H (-7.7526, 1.3042, 2.3833)

Atom charges from the Löwdin analysis, given in e for atoms 1 to 2: number 1, Mn, carries 0.854; number 2, S, carries 0.789


Which of these has the highest net charge? C68H89F12MnN9O35S4


Number 2 is which compound? C68H89F12MnN9O35S4


What is the DFT total energy in the first record? -8218.92286 Ha